Formula: C11H11N3O
Source: the OMol25 dataset
Level of theory: the ωB97M-V functional and the def2-TZVPD basis

Results
**Energy**: -18096.004 eV
**Gap between HOMO and LUMO (alpha / beta)**: 0.182 / 0.241 Ha
**Highest occupied orbital energy (alpha / beta)**: -4.46 / -8.86 eV
**Relative energy (zero: lowest compared OMol25 entry of this formula, charge and spin)**: 0.0 kcal/mol
**Spin multiplicity**: 3

Positions of all 26 atoms, in Å:
C (3.283315, 0.788432, 0.017599)
C (1.230687, 0.570215, 1.230644)
C (-3.562434, 0.668670, 0.674693)
C (-2.899813, 1.735174, 0.143751)
C (-3.193953, -0.602990, 0.451696)
C (-1.688773, 1.520943, -0.580508)
C (-2.032868, -0.861217, -0.251510)
C (-1.203036, 0.227672, -0.735296)
C (2.745387, -2.068118, 0.902964)
C (1.131903, 0.553867, -1.436310)
C (1.959952, 0.147608, 0.044730)
N (4.219925, 1.449553, -0.209847)
N (0.908979, 0.758087, 2.326592)
N (-0.157453, -0.101719, -1.487149)
O (1.926451, -1.287927, -0.083709)
H (-4.513210, 0.959161, 1.230513)
H (-3.153141, 2.803593, 0.196404)
H (-3.701421, -1.383256, 0.974148)
H (-1.188337, 2.308717, -1.126264)
H (-1.627794, -1.846243, -0.377947)
H (2.266665, -2.950862, 1.118863)
H (3.039476, -1.547063, 1.843193)
H (3.650922, -2.375419, 0.334986)
H (1.765337, 0.051025, -2.213564)
H (0.950269, 1.525866, -1.269978)
H (-0.157025, -1.043766, -1.718702)

Force components x, y, z for each atom (eV/Å):
C 1.503 1.367 -1.091
C 0.024 0.026 1.567
C -4.178 -1.165 2.388
C 4.400 4.461 -3.080
C -0.407 -0.286 1.065
C -0.685 -0.267 0.607
C 0.420 -1.817 -0.531
C -1.420 2.436 0.262
C 1.749 2.283 -1.703
C 0.570 -4.909 1.462
C -1.323 -1.566 -2.314
N -1.747 -1.518 0.683
N -0.086 -0.002 -1.016
N 1.943 1.095 0.084
O 1.157 0.314 1.775
H 1.302 -0.961 -0.503
H -0.523 -0.832 0.310
H -0.385 -0.527 -0.069
H -0.026 0.299 0.244
H -0.038 -0.460 0.159
H -1.668 -1.762 0.545
H -0.513 0.009 -0.858
H -0.299 0.460 0.534
H -0.321 1.508 0.564
H 0.088 3.819 -0.631
H 0.464 -2.005 -0.453



Formula: C3H7NO2
Source: the OMol25 dataset
Level of theory: the ωB97M-V functional and the def2-TZVPD basis

Results
**Energy**: -8810.021 eV
**Gap between HOMO and LUMO**: 0.384 Ha
**Highest occupied orbital energy**: -9.67 eV
**Relative energy (zero: lowest compared OMol25 entry of this formula, charge and spin)**: 11.7 kcal/mol
**SMILES**: C[C@@H](O)C(N)=O

Positions of all 13 atoms, in Å:
C (-1.643161, 0.249916, -0.026085)
C (-0.288937, -0.173261, 0.488000)
O (-0.079000, -1.569025, 0.287267)
C (0.837328, 0.656266, -0.148004)
N (2.043949, 0.051887, -0.116932)
O (0.677349, 1.781398, -0.588811)
H (-1.965892, 1.195628, 0.406615)
H (-2.383761, -0.517462, 0.213735)
H (-1.544803, 0.380677, -1.102947)
H (-0.228615, 0.019865, 1.565420)
H (-0.330850, -1.751469, -0.635340)
H (2.083422, -0.931958, 0.102725)
H (2.822975, 0.607535, -0.445646)

Force components x, y, z for each atom (eV/Å):
C -0.037 0.074 -0.109
C -0.100 0.245 0.106
O 0.092 0.005 -0.344
C -0.025 0.285 0.038
N 0.030 0.069 -0.049
O -0.200 -0.217 0.226
H 0.079 0.013 -0.105
H 0.097 0.099 -0.050
H -0.385 0.034 -0.121
H 0.093 -0.289 -0.070
H 0.119 -0.044 0.458
H 0.295 0.217 -0.012
H -0.056 -0.490 0.031



Formula: C3H5IN2O2S
Source: the OMol25 dataset
Level of theory: the ωB97M-V functional and the def2-TZVPD basis

Results
**Energy**: -29198.584 eV
**Gap between HOMO and LUMO (alpha / beta)**: 0.285 / 0.285 Ha
**Highest occupied orbital energy (alpha / beta)**: -8.89 / -8.88 eV
**Relative energy (zero: lowest compared OMol25 entry of this formula, charge and spin)**: 38.0 kcal/mol

Positions of all 14 atoms, in Å:
C (-0.992090, 1.201631, 0.287655)
C (0.195650, 0.269018, -0.059089)
C (-0.118615, -1.079397, -0.675645)
N (-2.227293, 1.133733, -0.106179)
N (-0.687303, -0.838510, -2.033549)
O (-3.071293, -1.233022, -0.326046)
O (-3.650648, 0.479266, -2.021655)
S (-2.740000, -0.099927, -1.111673)
I (-1.448935, -2.527914, -2.718707)
H (-0.735365, 2.103769, 0.884225)
H (0.938935, 0.969765, -0.601662)
H (0.789076, 0.085180, 0.955875)
H (0.908691, -1.539861, -0.991773)
H (-0.694213, -1.466411, 0.167109)

Force components x, y, z for each atom (eV/Å):
C -0.432 -0.575 -0.980
C 1.785 2.384 1.796
C 2.671 1.391 -1.423
N 1.741 0.126 0.640
N -3.119 1.674 2.739
O -0.488 -0.673 0.546
O -0.282 0.122 -0.860
S 3.012 0.230 -0.244
I -0.128 -1.603 -1.027
H -0.252 -0.680 -0.242
H -1.130 -1.213 0.351
H -1.363 0.348 -1.839
H -1.811 0.029 1.425
H -0.205 -1.560 -0.884